{"formula": "C6H10N2O", "method": "ωB97M-V/def2-TZVPD", "e_above_lowest_kcal_mol": 149.57, "max_force_ev_per_a": 6.39, "total_energy_ev": -11405.602, "total_charge": 0, "orbital_gap_ha": 0.3137, "smiles": "C=C1C=NN[C@@]1(C)CO", "symbols": ["H", "H", "H", "H", "C", "H", "H", "C", "N", "H", "N", "C", "H", "H", "C", "H", "C", "O", "C"], "xyz": [[0.46615, 2.68676, -0.26835], [0.09688, 2.04672, 1.37291], [-1.23808, -1.26902, 0.75041], [-0.51307, -0.13205, 2.92455], [-1.20371, -0.14541, 0.84088], [-0.88173, 0.99356, -2.07873], [-2.09703, 0.28213, 0.38385], [-0.30609, 2.11463, 0.36907], [-0.60176, 0.15777, -1.51262], [1.51712, -2.06370, -1.57141], [0.24451, -0.75941, -2.24963], [1.62309, -1.10658, 0.99614], [2.29764, -2.04510, 0.70772], [-1.53068, 2.24750, 0.32906], [-0.15040, 0.47912, 0.03936], [1.56595, -0.39228, 1.97570], [1.05651, -0.46587, -0.11420], [-1.10919, 0.52611, 2.14786], [0.92911, -1.26788, -1.36007]], "forces_ev_per_angstrom": [[-1.98, -0.55, 0.62], [-0.50, 1.01, 0.22], [0.09, 1.21, 0.72], [-2.85, 2.85, -3.87], [-1.06, 0.20, 1.14], [0.68, -1.09, 0.70], [-0.51, -0.48, 0.39], [0.45, -2.67, -1.56], [-0.74, 1.88, -0.64], [1.98, -2.41, -0.44], [-3.88, 2.43, 0.14], [0.64, 2.50, -1.53], [-1.47, 2.15, 1.57], [3.64, 0.40, -0.04], [0.97, 0.73, -5.45], [0.71, -2.60, -2.04], [-0.04, -2.90, 4.28], [2.04, -4.82, 3.65], [1.83, 2.17, 2.14]]}

---

{"formula": "C6H10N2O", "method": "ωB97M-V/def2-TZVPD", "e_above_lowest_kcal_mol": 103.83, "max_force_ev_per_a": 1.79, "total_energy_ev": -11407.585, "total_charge": 0, "orbital_gap_ha": 0.3187, "symbols": ["C", "C", "N", "N", "C", "C", "H", "O", "C", "H", "H", "H", "H", "H", "H", "H", "H", "C", "H"], "xyz": [[-1.03241, 1.19181, 2.11039], [-1.48335, -0.86859, -0.66577], [-0.51092, -0.20924, 0.22343], [0.40609, -0.97593, 0.93763], [0.92863, -0.29936, -0.17904], [1.31572, -0.98321, -1.47668], [-1.65089, -0.27150, -1.56291], [2.81328, 1.15629, -0.35125], [1.74544, 0.90208, 0.15501], [-1.48356, 2.05687, 2.56201], [1.14936, -2.05491, -1.41696], [1.36905, 1.47813, 1.01807], [2.37642, -0.79894, -1.63327], [-0.50431, 0.49494, 2.74166], [0.77112, -0.56705, -2.32375], [-2.41922, -0.98963, -0.12146], [-1.10610, -1.85114, -0.93251], [-1.09229, 0.97211, 0.81264], [-1.59204, 1.61726, 0.10276]], "forces_ev_per_angstrom": [[0.01, -0.15, -0.09], [-0.16, -0.37, -0.19], [-0.25, 0.63, -1.05], [0.66, -1.09, 1.27], [-0.17, -0.32, -0.65], [-0.13, 0.07, 0.17], [-0.02, 0.05, 0.04], [-0.32, -0.12, 0.01], [0.46, 0.55, 0.38], [-0.13, 0.18, -0.05], [-0.08, -0.02, 0.03], [0.04, 0.02, -0.09], [0.01, 0.03, -0.06], [0.11, -0.12, 0.04], [0.04, 0.01, -0.12], [0.05, 0.04, 0.03], [0.06, 0.10, 0.03], [-0.12, 0.48, 0.33], [-0.07, 0.02, -0.01]]}

---

{"formula": "C6H10N2O", "method": "ωB97M-V/def2-TZVPD", "e_above_lowest_kcal_mol": 182.94, "max_force_ev_per_a": 10.89, "total_energy_ev": -11404.155, "total_charge": 0, "orbital_gap_ha": 0.3219, "symbols": ["H", "H", "C", "H", "H", "C", "H", "C", "O", "H", "N", "H", "N", "C", "C", "H", "H", "H", "C"], "xyz": [[-2.59762, 0.95916, -0.57382], [-3.03392, -0.86429, 0.25131], [1.08296, 1.38418, -0.38589], [0.04528, 0.81186, 1.43298], [1.59150, 1.53059, 1.57979], [-1.67998, 0.39155, -0.68219], [1.81022, -0.57573, 2.44786], [-0.79150, -1.66994, 0.54767], [0.38308, 0.66558, -1.52246], [0.99607, -2.55993, 0.98719], [1.42336, -0.55790, 1.19573], [2.21357, 1.67685, -0.70253], [-0.88540, 1.19163, -1.31961], [0.96573, 0.75185, 0.92583], [-1.76287, -0.88384, 0.11526], [-1.12812, -2.42534, 1.30598], [0.71502, 2.51370, -0.38075], [0.97399, -1.37742, -0.43699], [0.78294, -1.54882, 0.66862]], "forces_ev_per_angstrom": [[-0.40, -0.15, -0.09], [3.91, -1.40, 0.24], [2.12, 2.86, -3.69], [-1.97, 0.75, -0.19], [-0.92, -1.71, -1.16], [0.01, 1.79, -0.05], [-2.11, -0.33, -5.02], [-0.62, -0.45, 3.79], [1.91, 1.14, 2.16], [1.01, 0.08, 0.02], [6.21, 3.91, 8.05], [-2.33, -1.73, 0.53], [-1.66, -1.80, 0.21], [1.85, 2.78, 3.21], [-2.98, 2.00, -1.72], [-0.08, 0.26, -1.04], [0.02, -2.51, 0.26], [0.30, -1.17, 0.57], [-4.27, -4.31, -6.10]]}

---

{"formula": "C6H10N2O", "method": "ωB97M-V/def2-TZVPD", "e_above_lowest_kcal_mol": 112.17, "max_force_ev_per_a": 2.11, "total_energy_ev": -11407.224, "total_charge": 0, "orbital_gap_ha": 0.2849, "symbols": ["H", "H", "C", "H", "H", "C", "H", "N", "H", "O", "H", "N", "C", "C", "H", "H", "C", "H", "C"], "xyz": [[3.06470, 1.22616, 0.15255], [0.60649, 1.50361, 0.87049], [2.41928, 0.36953, 0.38554], [-2.32711, 0.87011, 0.09129], [-3.21261, -0.59990, 0.56562], [0.36140, 0.76709, -1.16833], [2.72081, -0.45013, -0.27342], [-1.16324, -0.88692, 0.16059], [-2.72756, -0.33995, -1.13993], [0.63017, -1.67907, -1.22045], [2.63813, 0.06505, 1.41180], [-0.43074, -0.61458, 2.59326], [0.95990, 0.69549, 0.23645], [-0.43438, -0.48786, 1.43144], [1.04776, 0.88866, -2.00756], [-0.50812, 1.41520, -1.25672], [-2.44982, -0.19360, -0.09717], [-1.29168, -1.90143, 0.14715], [0.09661, -0.64748, -0.88258]], "forces_ev_per_angstrom": [[-0.08, -0.03, 0.01], [0.11, 0.05, -0.04], [0.06, -0.02, -0.05], [0.04, -0.04, 0.09], [0.07, 0.08, -0.03], [0.02, -0.41, 0.11], [-0.08, -0.01, 0.05], [0.94, 0.39, 0.50], [0.00, -0.09, 0.02], [-0.52, 0.92, 0.29], [-0.06, 0.01, -0.04], [-0.20, -0.08, 0.23], [-0.46, 0.15, 0.89], [0.24, 0.14, -2.09], [-0.03, -0.01, 0.07], [0.05, -0.08, 0.05], [0.20, -0.02, 0.03], [0.09, 0.08, 0.07], [-0.39, -1.03, -0.14]]}

---

{"formula": "C6H10N2O", "method": "ωB97M-V/def2-TZVPD", "e_above_lowest_kcal_mol": 88.32, "max_force_ev_per_a": 4.87, "total_energy_ev": -11390.147, "total_charge": 2, "orbital_gap_ha": 0.3252, "smiles": "C#[N+]/C=C(\\C=C\\[NH3+])OC", "symbols": ["H", "H", "C", "C", "H", "H", "H", "N", "H", "C", "H", "C", "H", "C", "H", "C", "O", "H", "N"], "xyz": [[2.02197, -0.19122, -1.21827], [-3.35582, 0.06945, -0.99996], [-1.06303, -1.43607, -0.15571], [-3.26313, 0.59580, -0.07284], [0.43903, 1.48138, 0.95361], [2.09997, -2.91948, 0.04641], [2.80360, 2.06100, -0.58460], [2.77948, 1.25142, 0.05396], [-2.01552, -2.01835, -0.26267], [1.12839, -2.52669, 0.02093], [2.62120, 1.72270, 1.05743], [-0.95635, -0.07018, 0.02484], [-3.44832, 0.02558, 0.85802], [1.64189, 0.40953, -0.37646], [3.52805, 0.63109, 0.43854], [0.43340, 0.56201, 0.21660], [-1.82484, 0.82873, -0.01145], [-3.64813, 1.61190, 0.08197], [0.07818, -2.08862, -0.07037]], "forces_ev_per_angstrom": [[-0.87, -0.02, 0.45], [-1.19, -0.06, -0.44], [-3.00, 1.07, 0.19], [1.00, 0.06, 1.80], [-0.46, -2.05, -1.22], [0.91, -0.58, 0.05], [1.66, -0.47, -0.09], [-1.59, 0.99, 4.49], [1.15, 0.67, 0.12], [-1.21, -0.03, -0.08], [-0.43, -0.74, -2.47], [2.91, -1.25, -0.78], [-0.53, -0.08, -0.80], [-1.32, -0.34, 0.26], [0.60, 0.87, -1.92], [1.18, 1.99, 0.72], [-0.42, 1.87, 0.41], [-0.35, -0.60, -0.77], [1.93, -1.30, 0.08]]}

---

{"formula": "C6H10N2O2", "method": "ωB97M-V/def2-TZVPD", "e_above_lowest_kcal_mol": 12.66, "max_force_ev_per_a": 0.87, "total_energy_ev": -13459.392, "total_charge": 0, "orbital_gap_ha": 0.3423, "smiles": "c1c[nH]cn1.COC(C)=O", "symbols": ["H", "H", "C", "C", "H", "C", "H", "H", "H", "H", "H", "O", "C", "N", "H", "C", "O", "H", "C", "N"], "xyz": [[-3.49116, -3.90184, -1.38376], [3.72084, 2.05059, 2.22244], [3.38970, 2.23633, 1.18685], [-2.82838, -3.04764, -1.52215], [4.15263, 1.83836, 0.49680], [-1.66813, -2.76063, -0.83614], [-0.16390, 0.38353, 1.77681], [-0.36738, -1.08100, -1.11022], [-1.96340, -0.31006, -2.94938], [3.31011, 3.32564, 1.03296], [-0.84313, 1.94436, 2.33519], [1.12137, 2.05344, 1.77390], [-0.17306, 1.47181, 1.59742], [-3.08742, -2.08261, -2.46587], [-1.13976, -3.27128, -0.03105], [-2.09384, -1.21508, -2.35605], [1.84601, 0.72197, 0.09673], [-0.57459, 1.65848, 0.58720], [2.06727, 1.57212, 0.93150], [-1.21383, -1.58651, -1.38319]], "forces_ev_per_angstrom": [[0.28, 0.36, -0.06], [-0.24, 0.14, -0.38], [0.66, 0.06, -0.17], [0.24, -0.12, 0.28], [-0.46, 0.14, 0.30], [-0.31, -0.25, -0.04], [0.16, 0.44, -0.10], [-0.57, -0.34, -0.20], [-0.06, -0.38, 0.24], [-0.05, -0.44, 0.16], [0.47, -0.14, -0.31], [0.08, -0.38, -0.43], [-0.85, -0.14, 0.14], [0.66, 0.44, 0.19], [-0.26, 0.23, -0.40], [-0.33, -0.34, 0.00], [0.04, 0.47, 0.49], [0.32, -0.04, 0.36], [-0.21, -0.17, -0.11], [0.44, 0.46, 0.02]]}